A structure of composition C35H66Cl2GeN8O7PSeTi at a distorted geometry. Source: OMol25; level of theory: the ωB97M-V functional and the def2-TZVPD basis.

Values from the calculation:
HOMO (alpha / beta), Ha: -0.239 / -0.278
DFT total energy, Eh: -8927.59943
Lowest unoccupied orbital energy (alpha / beta), eV: -0.259 / -0.497
Multiplicity: 2
Relative energy (zero: lowest compared OMol25 entry of this formula, charge and spin), kcal/mol: 50.6
Maximum force, eV/A: 2.60

Cartesian coordinates (Å):
Ti (-0.594, 0.547, 0.163)
O (1.046, 0.892, -0.432)
C (1.547, 2.104, -0.441)
C (0.784, 3.291, -0.467)
C (1.420, 4.539, -0.600)
C (0.684, 5.698, -0.681)
C (-0.712, 5.683, -0.630)
C (-1.358, 4.476, -0.471)
C (-0.654, 3.276, -0.372)
O (-1.322, 2.142, -0.162)
N (1.368, 6.973, -0.827)
O (0.689, 7.981, -0.905)
O (2.586, 6.968, -0.869)
H (2.633, 2.180, -0.435)
H (2.499, 4.598, -0.637)
H (-1.255, 6.613, -0.690)
H (-2.437, 4.436, -0.383)
O (0.324, 1.807, -3.147)
H (0.038, 2.716, -3.002)
H (1.279, 1.800, -3.041)
N (-0.841, -2.525, 1.683)
H (-1.373, -3.386, 1.611)
H (-1.075, -1.957, 0.867)
H (-1.161, -2.031, 2.505)
Cl (-0.141, 2.959, 4.781)
C (-1.240, 2.357, 3.547)
Cl (-2.013, 3.726, 2.713)
C (-0.496, 1.555, 2.459)
O (0.569, 1.965, 2.028)
O (-1.094, 0.502, 2.021)
H (-2.019, 1.769, 4.021)
C (0.797, -3.031, -1.012)
C (1.529, -4.140, -1.810)
N (2.400, -3.530, -2.811)
C (3.404, -2.708, -2.137)
C (2.709, -1.627, -1.267)
N (1.256, -1.706, -1.441)
C (0.951, -1.529, -2.863)
C (1.593, -2.679, -3.686)
H (0.977, -3.120, 0.057)
H (-0.282, -3.069, -1.174)
H (0.823, -4.793, -2.328)
H (2.145, -4.764, -1.158)
H (4.033, -2.260, -2.910)
H (4.032, -3.366, -1.531)
H (3.028, -0.622, -1.555)
H (2.933, -1.753, -0.206)
H (1.347, -0.563, -3.176)
H (-0.133, -1.496, -2.971)
H (2.245, -2.294, -4.473)
H (0.833, -3.308, -4.157)
C (5.146, -3.221, 1.656)
Ge (4.127, -2.844, 3.298)
C (4.038, -4.460, 4.433)
C (5.027, -1.415, 4.316)
C (2.262, -2.453, 2.751)
Se (1.888, -0.631, 2.112)
C (1.851, 0.066, 3.937)
H (6.184, -3.457, 1.892)
H (5.130, -2.358, 0.990)
H (4.713, -4.073, 1.129)
H (5.030, -4.768, 4.761)
H (3.585, -5.290, 3.890)
H (3.434, -4.261, 5.319)
H (6.100, -1.605, 4.330)
H (4.677, -1.386, 5.347)
H (4.860, -0.442, 3.854)
H (1.555, -2.643, 3.558)
H (2.010, -3.132, 1.938)
H (2.568, -0.484, 4.539)
H (0.849, -0.053, 4.352)
H (2.114, 1.119, 3.922)
N (-1.794, -0.542, -0.731)
P (-3.300, -0.433, -1.140)
N (-4.557, -0.280, -0.026)
C (-4.964, -1.422, 0.788)
C (-4.398, -1.364, 2.204)
C (-4.835, -0.061, 2.868)
C (-4.366, 1.121, 2.023)
C (-4.874, 1.007, 0.590)
N (-3.756, -1.897, -1.860)
C (-2.737, -2.418, -2.797)
C (-3.341, -3.334, -3.856)
C (-4.283, -4.346, -3.209)
C (-5.387, -3.631, -2.400)
C (-5.123, -2.129, -2.304)
N (-3.692, 0.812, -2.191)
C (-2.647, 1.514, -2.925)
C (-2.881, 1.419, -4.430)
C (-4.262, 1.974, -4.777)
C (-5.334, 1.228, -3.984)
C (-5.030, 1.298, -2.486)
H (-4.637, -2.330, 0.285)
H (-6.061, -1.424, 0.853)
H (-3.308, -1.396, 2.147)
H (-4.756, -2.228, 2.768)
H (-4.430, 0.010, 3.880)
H (-5.928, -0.040, 2.940)
H (-3.283, 1.124, 1.984)
H (-4.713, 2.062, 2.455)
H (-4.422, 1.797, -0.010)
H (-5.965, 1.135, 0.578)
H (-2.002, -2.980, -2.216)
H (-2.208, -1.592, -3.288)
H (-2.525, -3.846, -4.370)
H (-3.878, -2.750, -4.607)
H (-3.693, -4.987, -2.550)
H (-4.721, -4.984, -3.977)
H (-5.438, -4.052, -1.395)
H (-6.363, -3.779, -2.867)
H (-5.812, -1.682, -1.589)
H (-5.320, -1.667, -3.278)
H (-1.695, 1.070, -2.649)
H (-2.637, 2.576, -2.632)
H (-2.817, 0.370, -4.737)
H (-2.097, 1.970, -4.953)
H (-4.450, 1.886, -5.849)
H (-4.296, 3.037, -4.517)
H (-5.358, 0.184, -4.305)
H (-6.319, 1.662, -4.168)
H (-5.757, 0.716, -1.923)
H (-5.113, 2.348, -2.170)

=====

The molecule C5H4N2O at a distorted geometry. Source: OMol25; level of theory: the ωB97M-V functional and the def2-TZVPD basis.

Values from the calculation:
HOMO, Ha: -0.369
DFT total energy, Eh: -377.56616
Lowest unoccupied orbital energy, eV: -2.380
Structure (SMILES): C=CC1=NC(=O)N=C1
Relative energy (zero: lowest compared OMol25 entry of this formula, charge and spin), kcal/mol: 61.4
Maximum force, eV/A: 7.00

Cartesian coordinates (Å):
C (1.952, -0.962, -0.172)
C (1.345, 0.286, 0.018)
C (-0.046, 0.305, 0.075)
C (-2.117, -0.439, 0.140)
C (-0.921, 1.375, -0.123)
H (1.247, -1.794, -0.142)
H (3.050, -1.204, -0.267)
H (2.052, 1.170, 0.361)
H (-0.576, 2.360, -0.096)
N (-0.728, -0.801, 0.409)
N (-2.239, 0.954, -0.022)
O (-3.018, -1.250, -0.183)

=====

A cluster of 2 separate species, C3H2O3 in total at a distorted geometry. Source: OMol25; level of theory: the ωB97M-V functional and the def2-TZVPD basis.

Values from the calculation:
HOMO, Ha: -0.330
DFT total energy, Eh: -341.16697
Lowest unoccupied orbital energy, eV: 0.438
Relative energy (zero: lowest compared OMol25 entry of this formula, charge and spin), kcal/mol: 43.8
Maximum force, eV/A: 1.55

Cartesian coordinates (Å):
O (-2.555, 0.132, 0.658)
C (-1.495, 0.041, 1.047)
C (0.294, 0.526, -1.086)
O (-0.364, 1.288, -1.686)
C (0.991, -0.363, -0.396)
O (1.339, -0.147, 0.921)
H (0.509, -0.191, 1.427)
H (1.280, -1.287, -0.884)